{
  "formula": "C37H73N6O19PS3",
  "method": "ωB97M-V with the def2-TZVPD basis set",
  "energy_ev": -129182.4554,
  "lumo_energy_ev": -0.39,
  "total_charge": 0,
  "largest_force_ev_per_a": 2.17,
  "gap_ev": 7.48,
  "species": ["H", "H", "N", "H", "C", "H", "C", "H", "C", "O", "C", "C", "O", "C", "H", "H", "H", "C", "O", "H", "H", "H", "C", "C", "H", "C", "H", "O", "H", "H", "O", "H", "H", "C", "H", "H", "C", "H", "N", "H", "C", "H", "C", "C", "H", "H", "H", "C", "N", "H", "C", "H", "H", "O", "S", "H", "H", "C", "N", "C", "C", "H", "H", "H", "H", "O", "H", "C", "H", "H", "H", "N", "H", "H", "H", "H", "O", "H", "H", "C", "O", "H", "O", "O", "O", "C", "H", "C", "C", "H", "H", "C", "O", "H", "H", "H", "O", "O", "C", "C", "H", "H", "H", "O", "O", "H", "H", "C", "H", "H", "H", "O", "H", "H", "C", "H", "S", "C", "H", "H", "N", "H", "C", "H", "C", "S", "C", "H", "O", "H", "P", "H", "H", "C", "H", "H", "H", "C", "C"],
  "positions_angstrom": [[-6.546, -0.978, -0.077], [-4.582, 1.262, -7.846], [2.508, -4.229, 3.686], [1.243, -1.968, 0.389], [5.427, 3.888, -7.350], [-2.908, -1.564, -5.923], [-3.382, -0.581, -2.018], [-2.031, -2.246, 4.147], [4.064, 1.192, -1.185], [-1.187, -2.201, 4.609], [2.310, -1.072, 3.825], [1.982, -5.441, 4.302], [0.292, -1.121, 6.791], [-3.094, -2.284, -5.124], [3.346, -2.570, -0.053], [1.737, 3.385, -5.085], [-6.388, -2.190, -4.757], [-0.163, -1.930, 3.661], [3.984, 2.204, 1.078], [1.359, 4.414, -3.686], [-5.865, -1.094, -6.855], [3.929, 1.719, -2.134], [-4.047, 0.437, -7.365], [-6.060, 1.998, -0.109], [6.481, 4.023, -7.611], [4.295, -0.509, 4.867], [-4.973, 1.958, 0.014], [2.210, 1.025, 6.521], [-3.774, -1.551, -1.692], [6.150, 5.687, -3.810], [3.042, 4.913, -4.779], [6.471, 6.140, -7.826], [2.699, 3.231, -3.607], [2.128, -0.125, -1.637], [1.754, -6.118, 3.473], [-6.899, -1.125, 2.353], [0.907, -1.713, 5.895], [2.485, -0.098, 3.369], [3.380, -1.304, 4.803], [-9.318, -0.771, 3.360], [4.634, 2.215, -0.163], [4.767, -4.361, 5.794], [0.392, 0.384, 4.604], [1.805, -3.234, 3.259], [5.228, -0.694, 1.546], [-0.542, 0.396, 5.164], [0.829, -0.009, 1.750], [-5.625, -0.600, -5.909], [2.760, 0.696, -0.733], [-0.707, 0.256, 0.979], [5.413, 6.149, -8.102], [-2.579, -2.610, -3.072], [0.642, 2.491, 5.839], [5.148, 0.247, 4.909], [2.845, -0.747, -2.972], [3.868, 6.347, -3.586], [4.107, 4.691, -3.000], [5.321, 3.300, -5.958], [2.375, -2.072, 2.746], [4.074, 5.315, -3.900], [3.044, -6.132, 5.143], [-6.625, 0.420, 5.102], [1.054, -5.258, 4.837], [4.995, 3.159, -8.049], [2.732, -7.153, 5.339], [4.700, 5.095, -7.490], [-2.576, -3.201, -5.415], [-8.757, -0.252, 4.138], [4.701, 3.215, -0.606], [-8.168, -0.990, 4.690], [-5.599, 1.770, 2.560], [4.347, -4.599, 6.681], [-9.465, 0.230, 4.820], [5.317, 6.102, -9.192], [5.480, 6.004, -5.392], [-2.521, -0.308, -1.399], [3.565, -3.151, 0.697], [-0.094, -5.131, 2.600], [-4.158, -0.472, -7.964], [0.314, -1.430, 0.234], [5.950, 4.036, -4.920], [2.146, 2.659, -1.074], [-4.466, -2.640, -5.073], [-5.109, -0.220, 2.900], [-7.937, 0.711, 3.508], [-5.908, -0.909, 1.951], [-5.291, -1.175, -3.851], [2.168, 3.939, -4.252], [-2.472, -1.819, -3.822], [-1.281, -3.908, 2.330], [4.980, 7.088, -7.756], [-5.998, -0.283, 0.574], [1.517, -2.823, 5.946], [-6.905, 2.095, 4.598], [0.941, 1.680, -0.135], [5.036, -4.985, 7.311], [4.267, -0.792, 1.556], [-6.706, 0.941, 0.571], [0.879, -1.052, 4.451], [-0.211, -4.076, 2.349], [-1.399, -1.674, -4.005], [5.848, 2.343, -5.980], [2.173, 1.767, 1.804], [-4.500, 0.251, -6.040], [2.390, -5.594, 7.347], [-2.987, 0.688, -7.321], [-5.415, -1.877, 1.823], [-6.777, 1.068, 4.233], [-4.988, -0.167, 0.170], [-4.159, 0.171, -1.885], [-4.703, 1.394, 4.013], [-3.010, -0.588, -3.375], [-1.639, -1.811, 2.019], [0.209, -3.966, 1.347], [-0.883, -1.197, 2.514], [3.518, -4.173, 3.611], [0.420, -0.555, -1.359], [2.589, 2.379, 1.003], [-0.456, -2.182, 0.066], [4.781, 0.392, -1.317], [0.442, -3.255, 3.366], [-6.482, 0.025, -5.625], [5.442, 5.307, -4.552], [-6.416, 2.935, 0.318], [3.226, -5.425, 6.504], [1.503, 1.538, 5.395], [-0.067, -0.521, 1.403], [0.168, 0.859, 3.647], [2.278, 2.145, 4.336], [2.281, 3.406, 1.221], [3.957, -2.295, 2.031], [-1.448, -0.404, 2.998], [-6.310, 1.984, -1.176], [-5.525, 1.051, 3.378], [4.285, 3.071, -5.704], [5.662, 1.920, 0.044], [3.983, -6.200, 4.588], [1.986, 1.885, -0.315], [-5.444, -1.643, -4.825]],
  "forces_ev_per_a": [[0.1868, -0.1577, 0.0039], [-0.0160, -0.0649, -0.1058], [0.1532, -0.4404, -0.3260], [0.0573, -0.0338, 0.1215], [-0.2385, -0.0590, -0.1223], [-0.0281, 0.1704, 0.1275], [0.1542, 0.2061, -0.1485], [-0.0541, 0.0094, 0.0960], [0.2678, 0.6567, 0.7050], [-0.0966, -0.1097, -0.3462], [-0.5341, 0.8080, 0.1089], [-0.0180, -0.9596, -0.7722], [0.3367, 0.0482, -0.7827], [0.0066, 0.1065, -0.2237], [-0.1548, -0.2306, -0.0656], [-0.0321, 0.0430, -0.0111], [0.0158, -0.0369, -0.0564], [-0.7443, 0.2872, 0.6166], [0.0161, 0.0643, -0.0665], [-0.0109, -0.1056, 0.0803], [0.0930, -0.0012, -0.0357], [0.0604, -0.2777, -0.2382], [0.0054, 0.1573, 0.1228], [-0.2023, -0.0173, -0.0239], [0.0053, 0.0954, 0.0256], [-1.5841, -0.6304, -0.3103], [0.0104, -0.0255, -0.0200], [-0.0327, -0.1345, 0.1720], [-0.0232, 0.0030, -0.0082], [-0.0111, -0.0591, 0.0473], [0.1911, -0.3203, 0.0557], [0.0148, -0.0271, -0.0199], [-0.0138, -0.0313, 0.0000], [0.4311, -0.4906, 0.4594], [-0.1529, -0.0548, 0.0173], [-0.0845, 0.1941, -0.0649], [0.1973, -1.4235, 1.5477], [-0.0015, -0.0693, -0.2507], [-0.0803, -0.1921, -0.4297], [-0.0336, 0.0496, -0.0077], [0.4072, -0.3627, -0.1414], [0.3084, -0.0334, 0.1080], [-0.8194, 0.1012, -0.3976], [-0.5846, 0.1579, 0.6575], [-0.0234, 0.3365, 0.0907], [0.1267, -0.2173, 0.3779], [0.0210, -0.0494, 0.2296], [-0.0521, 0.2372, 0.1353], [-0.8550, 0.4326, -1.1991], [-0.0823, 0.0685, 0.0490], [-0.1937, -0.0209, -0.0457], [-0.1003, 0.0902, 0.0862], [-0.1573, -0.1887, -0.0539], [1.8424, 1.0704, 0.4038], [0.0062, -0.0535, -0.0655], [0.0888, -0.0213, 0.1422], [-0.0949, -0.0965, -0.0529], [-0.1228, -0.1286, 0.0770], [0.4399, -0.0390, 0.0450], [0.0158, 0.2762, -0.0302], [0.1422, 0.8676, 0.2040], [-0.0904, -0.0901, -0.0423], [0.1425, 0.4828, 0.2388], [0.1599, -0.1175, 0.0138], [-0.1715, -0.0119, 0.1524], [0.2638, 0.1102, 0.2355], [-0.0363, -0.0443, 0.0614], [-0.0702, 0.1869, -0.0432], [-0.3034, 0.1011, 0.0367], [0.0110, 0.0004, 0.0078], [-0.2073, -0.0554, -0.0488], [-0.0800, -0.3928, -0.5477], [0.0024, -0.0894, 0.0708], [0.1223, 0.0230, -0.0168], [-0.1985, -0.0561, -0.0711], [0.0019, -0.0419, 0.2322], [-0.1891, 0.9039, -0.1271], [-0.0113, -0.0390, 0.0876], [-0.0356, -0.0021, -0.0077], [0.1950, 0.3756, 0.0781], [0.1031, -0.0556, 0.1139], [-0.4372, -0.0683, -0.2423], [-0.0187, -0.1536, 0.0142], [0.1952, -0.0919, 0.0178], [0.1636, -0.3263, -0.0203], [-0.1550, -0.1288, 0.1002], [0.1258, 0.1623, -0.0793], [-0.0860, 0.1883, -0.0585], [0.2398, 0.0507, -0.2892], [-0.0434, 0.2388, 0.0981], [-0.0532, -0.0151, -0.0357], [-0.2874, -0.0717, -0.0516], [-0.5891, 1.0389, -0.6883], [0.1038, -0.0230, 0.1212], [-0.1293, -0.0806, -0.3616], [-0.1296, 0.2789, 0.3403], [-0.5083, 0.0212, -0.2575], [0.3365, 0.1206, 0.2139], [0.4778, -0.3000, 0.3853], [0.1182, -1.0465, 0.2298], [0.0303, -0.1603, 0.0351], [0.0599, 0.0322, 0.0097], [0.0943, 0.0551, 0.1505], [0.1410, -0.3133, -0.1134], [0.3235, -0.3044, 0.2574], [-0.0178, 0.0560, 0.0265], [0.0513, 0.0265, -0.0062], [0.0159, 0.2267, -0.0030], [0.0116, 0.1295, 0.0308], [0.0281, 0.0391, -0.0348], [-0.0014, -0.0739, 0.0509], [-0.2953, -0.2848, 0.1150], [0.0179, -0.2932, 0.1807], [-0.0658, 0.3177, -0.0633], [0.7551, 0.5367, -0.4158], [-0.0318, 0.2009, -0.1003], [-0.3955, -0.1665, -0.3930], [-0.5389, -0.5187, 0.3153], [-0.1152, 0.0385, -0.1410], [-0.1947, -0.2801, -0.1344], [0.1768, 0.7058, -0.8104], [-0.1303, -0.1440, -0.0515], [0.0876, 0.1175, -0.1970], [-0.0569, -0.0120, -0.0286], [-0.4038, -0.0412, -0.0019], [0.4701, 0.1825, 0.0004], [-0.0392, -0.1877, -0.3810], [0.2901, 0.1529, -0.0477], [-0.1006, 0.0762, -0.3066], [0.1525, 0.1581, -0.1938], [1.1967, -1.5673, 0.7687], [-0.0742, -0.0436, 0.1635], [0.1216, 0.0199, -0.0332], [0.0390, 0.1659, -0.1739], [-0.0781, 0.1806, -0.0945], [0.0810, 0.1050, 0.0937], [0.0474, 0.0728, -0.0738], [1.0800, 0.4540, 1.0652], [-0.0329, -0.0141, 0.1834]],
  "lowdin_charge": [0.132, 0.087, 0.162, 0.044, -0.197, 0.112, -0.122, 0.106, -0.192, 0.054, -0.254, -0.138, 0.018, -0.178, 0.048, 0.093, 0.128, -0.371, -0.116, 0.091, 0.123, 0.093, -0.113, -0.110, 0.123, -0.339, 0.085, -0.290, 0.092, 0.129, -0.186, 0.087, 0.063, -1.107, 0.123, 0.112, -0.631, 0.119, 0.183, 0.087, -0.177, 0.070, -0.199, -0.330, 0.076, 0.120, 0.085, -0.197, -0.154, 0.103, -0.114, 0.123, 0.083, 0.219, 0.679, 0.129, 0.111, -0.181, -0.074, -0.195, -0.088, 0.124, 0.142, 0.127, 0.124, -0.194, 0.129, -0.110, 0.118, 0.087, 0.111, 0.146, 0.088, 0.087, 0.111, 0.059, -0.245, 0.084, 0.087, -0.447, -0.120, 0.125, -0.117, -0.128, -0.193, -0.178, 0.110, -0.105, -0.198, 0.099, 0.087, -0.198, -0.013, 0.128, 0.087, 0.100, -0.208, -0.185, -0.209, -0.002, 0.119, 0.129, 0.087, -0.195, 0.108, 0.087, 0.125, -0.198, 0.095, 0.073, 0.127, -0.185, 0.117, 0.089, -0.099, 0.109, 0.889, -0.176, 0.066, 0.096, 0.018, 0.127, -0.180, 0.089, -0.519, 0.710, -0.226, 0.092, -0.359, 0.133, 0.842, 0.121, 0.088, -0.179, 0.111, 0.121, 0.112, -0.133, -0.183]
}



{
  "formula": "C5H7BBrF2NO4P",
  "method": "ωB97M-V with the def2-TZVPD basis set",
  "energy_ev": -100429.2529,
  "lumo_energy_ev": 2.60,
  "total_charge": -1,
  "largest_force_ev_per_a": 2.55,
  "gap_ev": 8.84,
  "species": ["C", "F", "Br", "C", "O", "B", "H", "H", "H", "O", "C", "F", "O", "P", "H", "H", "N", "O", "H", "H", "C", "C"],
  "positions_angstrom": [[2.953, 3.092, 1.032], [0.211, 2.539, -0.640], [0.019, -0.591, -1.883], [-1.159, -3.060, -0.220], [1.224, 4.441, 0.355], [1.393, 3.321, -0.594], [-1.893, -2.111, 1.582], [-3.235, -3.684, -0.115], [-2.464, -4.009, -1.746], [2.518, 2.515, -0.080], [-0.956, -2.074, 0.980], [1.694, 3.815, -1.885], [3.866, 2.685, 1.703], [-0.556, -0.349, 0.310], [-0.134, -2.520, 1.580], [-2.970, -2.353, -1.343], [-0.145, -3.728, -0.625], [2.273, 5.056, 2.238], [-0.401, -4.330, -1.410], [-1.828, 0.329, 0.354], [-2.550, -3.288, -0.899], [2.139, 4.305, 1.306]],
  "forces_ev_per_a": [[1.1732, -1.8930, -0.5182], [0.4345, 0.3600, 0.0432], [-0.7576, 0.0332, 0.7077], [0.0156, -0.8203, -0.4264], [0.4826, -0.2077, 0.4079], [-0.8226, -0.2708, -1.4947], [0.6264, 0.4475, -0.3227], [0.2126, 0.2916, -0.6816], [0.0630, 0.4043, 0.8174], [0.0718, 0.4101, 0.5400], [-1.1616, -1.6258, -1.5800], [-0.1761, -0.2486, 0.6357], [-0.1049, 0.2191, 0.0903], [1.0784, 0.6233, 0.8653], [-0.3183, 0.7874, -0.4892], [0.2855, -0.5387, 0.6018], [-0.4877, 0.4170, 0.6461], [0.1543, -0.1838, -0.0005], [0.0361, 0.1623, 0.0794], [0.1643, -0.8031, -0.6653], [0.3282, 0.6208, 0.4225], [-1.2978, 1.8152, 0.3212]],
  "nbo_charge": [0.663, -0.559, -0.208, 0.336, -0.659, 1.255, 0.235, 0.215, 0.212, -0.656, -0.783, -0.552, -0.574, 0.534, 0.258, 0.233, -0.645, -0.577, 0.324, -0.025, -0.691, 0.664]
}